(1)
Below is a 2-piece molecular cluster, C6H14 overall, with properties calculated with ωB97M-V with the def2-TZVPD basis set.

Calculated values
F_max	4.00	eV/A
E_HOMO	-0.3186	Eh

Geometry as XYZ:
```
20
Properties=species:S:1:pos:R:3:forces:R:3:nbo_charge:R:1
C -1.964998 1.355500 0.232551 0.90 -1.20 1.45 -0.61
C 2.307158 0.870860 0.527890 2.81 0.47 -0.19 -0.67
C -0.140170 -1.970645 -0.229121 0.77 -1.09 2.07 -0.64
C -1.563430 -0.060690 -0.291479 0.63 2.84 -1.38 -0.44
C 1.496503 0.285552 -0.564336 -3.18 -2.35 0.59 -0.35
C -0.259380 -0.556491 0.312430 2.34 0.04 -1.84 -0.15
H -2.170418 1.223483 1.321360 0.96 0.40 -0.29 0.20
H -1.248315 2.191796 0.018699 -0.58 -0.99 0.27 0.21
H -2.942784 1.615730 -0.023588 -1.50 0.65 -1.35 0.21
H 2.552595 1.943937 0.401366 -0.97 -0.26 0.46 0.22
H 3.375344 0.499389 0.537629 -0.99 -0.20 -0.24 0.21
H 1.950173 0.576228 1.495740 -0.32 0.48 0.61 0.22
H -0.545087 -2.037592 -1.183606 -0.64 0.25 -1.99 0.20
H -0.749837 -2.720515 0.319134 0.40 0.40 0.19 0.20
H 0.879224 -2.351348 -0.328620 -0.07 -0.05 0.42 0.20
H -1.491842 -0.005930 -1.432580 0.45 0.01 1.32 0.20
H -2.380979 -0.760668 -0.220857 -0.32 -0.40 0.81 0.21
H 1.960598 -0.635207 -1.029963 -0.79 1.18 0.41 0.20
H 1.054192 0.968831 -1.292198 0.31 -0.14 0.08 0.20
H -0.118555 -0.432227 1.429551 -0.20 -0.04 -1.39 0.20
```
Positions in Å, forces in eV/Å.


(2)
Below is C6H14AlBFO4 as an isolated structure, with properties calculated with ωB97M-V with the def2-TZVPD basis set.

Calculated values
F_max	2.94	eV/A
E_HOMO	-0.1710	Eh
charge	-1

Geometry as XYZ:
```
27
Properties=species:S:1:pos:R:3:forces:R:3:nbo_charge:R:1
C 2.989318 -1.797045 1.703835 -0.72 -0.05 -0.86 -0.68
C 3.898369 -0.924905 0.650263 0.42 0.19 0.14 -0.08
O 3.456142 0.506811 0.580475 -0.45 -1.55 -1.84 -0.81
B 2.565978 0.574488 -0.631507 2.72 1.05 -0.31 0.63
O 3.130051 1.174743 -1.878192 -0.65 1.15 2.52 -0.98
Al 0.665613 -0.194613 -0.471365 -2.56 0.92 0.25 1.39
O -0.094785 0.600724 1.100999 -1.83 0.30 -1.43 -0.97
C -1.289937 1.358681 0.603585 2.15 -0.01 -1.91 -0.11
C -1.832983 0.468937 -0.681494 0.69 -1.55 1.04 0.06
C -3.359058 0.697455 -1.234845 -0.70 -0.57 0.03 -0.45
C -4.414787 0.083268 -0.092447 1.87 -0.17 -0.37 0.03
F -5.806546 -0.046676 -0.613324 2.66 0.49 1.14 -0.41
O -0.700764 0.434041 -1.635502 -1.59 0.31 2.04 -0.94
H 2.568972 -1.085393 2.534080 0.92 -1.37 -1.59 0.24
H 2.077498 -2.234364 1.090145 1.70 0.96 1.40 0.24
H 3.537709 -2.723507 2.177026 -0.78 1.96 -0.94 0.20
H 5.031436 -0.912354 1.025056 -2.44 0.00 -1.04 0.18
H 3.824284 -1.312836 -0.476175 0.42 0.17 2.60 0.18
H 3.325514 2.154792 -1.744790 -0.01 -1.95 -0.12 0.48
H 0.561467 -1.763766 -0.645128 0.04 -0.55 0.22 -0.45
H -0.740555 2.252933 0.034667 -1.87 -1.03 1.37 0.17
H -2.054537 1.693558 1.429820 1.48 -0.82 -1.46 0.16
H -1.831107 -0.625401 -0.223269 -0.48 1.76 -0.64 0.14
H -3.561806 0.041158 -2.209006 0.67 1.59 1.99 0.22
H -3.611511 1.822917 -1.436514 0.49 -2.12 0.29 0.20
H -4.331156 0.756912 0.872441 -0.87 -1.37 -1.96 0.17
H -4.002819 -1.000557 0.171166 -1.28 2.26 -0.57 0.18
```
Positions in Å, forces in eV/Å.


(3)
Below is C6H14BCl2GaNO2 as an isolated structure, with properties calculated with ωB97M-V with the def2-TZVPD basis set.

Calculated values
F_max	3.40	eV/A
E_HOMO	-0.1362	Eh
charge	-1

Geometry as XYZ:
```
27
Properties=species:S:1:pos:R:3:forces:R:3:nbo_charge:R:1
C 2.306289 2.561910 -0.236722 1.14 -0.03 -1.24 -0.66
C 2.443229 2.088865 -1.759261 -2.31 -1.56 -0.32 -0.10
Cl 3.885295 2.595541 -2.778474 -1.05 -0.21 1.16 -0.11
C 1.402500 1.303368 -2.281013 2.91 1.66 0.54 -0.35
Cl 1.558250 0.781258 -4.029646 -0.19 0.37 1.24 -0.11
Ga -0.250028 0.718463 -1.163650 -0.31 -0.40 -0.07 0.42
B -1.881923 2.007495 -1.574255 -0.05 -0.57 -0.70 0.69
N -1.701235 3.492907 -1.679295 -0.52 -0.45 0.47 -1.17
O -3.182749 1.355490 -1.708163 0.91 1.86 1.37 -0.95
H 1.523629 3.373655 -0.236547 0.84 -0.89 0.44 0.22
H 3.300426 2.947628 0.158771 -1.23 -0.26 -0.63 0.21
H 2.016758 1.672309 0.388280 0.01 1.12 -0.73 0.26
H -0.580176 -0.817102 -1.451488 0.17 0.09 -0.28 -0.28
H -0.013371 0.854549 0.436715 0.25 0.08 -0.11 -0.31
H -0.745643 3.737078 -1.952139 -0.29 -0.38 0.22 0.38
H -1.785536 3.829786 -0.703280 -0.27 0.07 -0.73 0.37
H -3.271355 0.879838 -0.858916 0.07 -0.28 -0.86 0.49
C -0.930166 -4.316707 1.403271 -0.11 -0.07 -0.30 -0.72
C -0.550249 -2.892456 1.720074 -0.04 0.62 -0.56 0.57
O -0.643558 -2.017356 0.890545 -0.09 -0.57 0.55 -0.48
C -0.048803 -2.601763 3.111804 0.09 0.31 0.07 -0.72
H -1.272148 -4.377131 0.369134 0.05 0.07 0.10 0.24
H -0.062805 -4.969413 1.524453 -0.10 -0.08 0.16 0.22
H -1.740495 -4.641011 2.060126 0.14 -0.13 0.09 0.22
H 0.857804 -3.178021 3.309190 -0.11 -0.11 0.14 0.22
H -0.819900 -2.849562 3.844791 0.12 -0.16 0.06 0.22
H 0.185962 -1.539612 3.195706 -0.04 -0.10 -0.08 0.24
```
Positions in Å, forces in eV/Å.


(4)
Below is C6H14Cl2IO2P2S2Ti as an isolated structure, with properties calculated with ωB97M-V with the def2-TZVPD basis set.

Calculated values
F_max	2.97	eV/A
E_HOMO	-0.3358	Eh
charge	+1

Geometry as XYZ:
```
30
Properties=species:S:1:pos:R:3:forces:R:3:nbo_charge:R:1
C 0.399100 3.820424 -1.160446 -1.11 0.09 -0.87 -0.65
C -0.401544 2.611212 -0.797811 0.38 1.36 -0.46 -0.07
Cl -2.140838 2.767095 -1.112542 -0.69 0.38 -0.38 -0.06
C 0.023013 1.502253 -0.271136 0.48 -0.89 0.89 -0.30
Cl 1.752178 1.462857 0.067009 -0.38 -0.14 -0.06 0.05
P -1.033076 -0.046891 0.196913 -0.67 -0.39 -2.86 0.54
S -2.347561 -1.759403 0.801451 -0.32 -0.91 0.39 -0.35
I -2.270448 1.307332 2.037747 -0.56 0.60 0.74 -0.19
C -0.146288 -1.062578 -1.137874 0.51 -0.58 0.17 -0.72
C 0.537765 -2.378516 -0.729210 1.00 -0.07 -0.59 -0.45
C 2.090613 -2.287730 -0.659309 -0.70 0.05 0.84 -0.52
S 2.766123 -3.152588 0.803917 0.63 -0.15 0.07 -0.01
P 0.575608 -0.579294 1.826803 0.57 -0.80 1.49 1.51
O 0.617768 0.554499 2.976442 0.33 -0.81 -0.42 -0.98
O -0.097259 -1.845101 2.603187 0.27 1.13 0.06 -1.00
H 0.283111 4.605379 -0.416856 0.29 -0.01 0.18 0.25
H 1.425545 3.573861 -1.389430 0.21 0.03 0.31 0.26
H -0.036798 4.201068 -2.088466 0.15 0.21 -0.05 0.21
H -2.049417 0.282280 -0.748070 0.14 0.45 0.54 0.02
H -3.251923 -1.846519 -0.197991 0.36 0.38 -0.08 0.15
H -0.905033 -1.298333 -1.882506 -0.35 0.10 0.20 0.24
H 0.589706 -0.460406 -1.672574 0.00 0.20 0.12 0.23
H 0.184709 -2.851233 0.184570 -0.44 0.24 0.01 0.24
H 0.339569 -3.099476 -1.520179 -0.28 -0.17 0.09 0.24
H 2.548888 -2.779946 -1.509070 0.09 -0.05 -0.09 0.24
H 2.441664 -1.259448 -0.628309 -0.04 0.06 -0.05 0.21
H 1.776897 -3.099847 1.714073 -0.15 0.11 -0.45 0.12
H 0.380776 0.178394 3.841013 0.04 0.51 0.03 0.51
H -0.642427 -1.546307 3.354043 -0.24 -0.50 -0.15 0.51
Ti -3.410421 4.486964 -2.485392 0.48 -0.42 0.38 0.77
```
Positions in Å, forces in eV/Å.


(5)
Below is a 2-piece molecular cluster, C6H14ClF3O5P2 overall, with properties calculated with ωB97M-V with the def2-TZVPD basis set.

Calculated values
F_max	2.61	eV/A
E_HOMO	-0.3673	Eh
SMILES	C[PH2](Cl)CP(=O)(O)O.CCOC(=O)C(F)(F)F

Geometry as XYZ:
```
31
Properties=species:S:1:pos:R:3:forces:R:3:nbo_charge:R:1
C 2.688317 -0.067645 -2.143906 0.63 0.82 -0.05 -0.90
P 1.793982 1.234328 -3.176758 -0.47 -0.56 0.55 0.97
Cl 3.467610 1.233831 -4.594611 0.52 0.28 -0.52 -0.49
C 0.231170 1.224933 -2.070312 -0.79 -0.57 1.39 -1.18
P -1.045166 -0.016138 -2.551243 -1.36 -0.90 -1.99 2.28
O -1.287176 -0.118558 -4.038054 0.91 0.54 1.96 -1.10
O -2.518174 0.329226 -1.829897 2.52 -0.68 0.08 -0.96
O -0.598148 -1.500551 -1.949603 -0.84 2.19 0.41 -0.97
H 2.618043 0.205615 -1.072310 -0.42 -0.37 -0.56 0.24
H 3.760401 0.004333 -2.394270 -0.62 -0.19 -0.06 0.27
H 2.344599 -1.093153 -2.355833 -0.06 0.55 0.16 0.24
H 2.079661 2.591817 -2.847819 -0.05 -0.70 -0.20 0.02
H 0.980138 0.965583 -4.306642 0.39 0.06 0.29 0.05
H 0.543813 0.966308 -1.031279 -0.31 0.23 -0.53 0.26
H -0.257251 2.219410 -1.984304 0.20 -0.54 -0.37 0.27
H -2.902048 0.982788 -2.424345 -0.29 0.02 -0.16 0.51
H 0.037259 -1.884462 -2.557843 0.02 -0.19 -0.32 0.51
C -2.604678 -0.404079 1.989505 0.24 -0.17 -0.16 -0.64
C -2.119144 0.067453 3.343713 -0.70 0.25 -0.26 -0.08
O -1.000275 -0.719090 3.785297 0.47 -0.10 0.24 -0.47
C 0.181680 -0.369978 3.283743 -1.13 0.25 0.04 0.69
O 0.363299 0.522477 2.513296 0.53 0.12 -0.23 -0.55
C 1.280108 -1.250421 3.869763 0.79 -0.69 0.29 0.90
F 0.934230 -2.538442 3.885263 -0.31 -0.13 -0.11 -0.31
F 1.555485 -0.900891 5.129110 -0.19 0.30 0.20 -0.31
F 2.411131 -1.156959 3.178632 0.00 0.28 -0.31 -0.30
H -2.831590 -1.471169 2.012875 -0.09 0.05 0.08 0.22
H -3.501933 0.138232 1.691733 0.03 0.01 0.03 0.23
H -1.840575 -0.255446 1.225987 -0.07 0.10 0.00 0.22
H -2.902314 -0.066827 4.088586 0.21 -0.18 0.13 0.20
H -1.862454 1.127473 3.331528 0.22 -0.11 -0.03 0.20
```
Positions in Å, forces in eV/Å.